1.
ORCA calculation (ωB97M-V/def2-TZVPD) on one molecule with the formula C6H9N.

Summary:
F_max ... 0.51 eV Å⁻¹
Orbital gap ... 8.894 eV

Structure (ORCA input):
```
! RIJCOSX wB97M-V def2-TZVPD def2/J DEFGRID3
* xyz 0 1
C -1.3548 -2.2724 -0.5514
C -0.0894 -0.3036 1.5043
N -0.4677 -1.5968 -1.1511
C -0.5587 -0.1574 -0.9695
C 0.3030 0.2148 0.2378
C 0.3586 1.7320 0.6142
C 1.5437 1.0552 0.0316
H -2.1763 -1.8221 0.0204
H -1.3055 -3.3622 -0.5810
H 0.7285 -0.0834 2.2201
H -1.5933 0.1719 -0.7844
H -0.1923 0.3406 -1.8756
H 0.3727 2.0283 1.6596
H -0.2835 2.3449 -0.0133
H 1.8021 1.2831 -1.0000
H 2.3891 0.8708 0.6888
*
```

---

2.
ORCA calculation (ωB97M-V/def2-TZVPD) on one molecule with the formula C2H6NO4PS in a non-equilibrium geometry.

Summary:
F_max ... 3.12 eV Å⁻¹
Orbital gap ... 9.158 eV

Structure (ORCA input):
```
! RIJCOSX wB97M-V def2-TZVPD def2/J DEFGRID3
* xyz 0 1
C 0.7669 0.5272 -0.3792
C -0.5181 0.0794 0.2078
N 1.7675 1.2947 0.4262
O -2.3373 1.8852 1.2482
O -1.8695 -2.4381 0.6728
O -2.8574 -0.2448 -0.2550
O -1.9762 1.9091 -1.2164
P -1.6226 -1.2277 -0.2571
S -1.8835 1.2173 0.0515
H 0.6347 1.2579 -1.1331
H 1.3526 -0.1890 -0.8961
H -1.8336 -1.9520 -1.3714
H 2.1051 0.8563 1.3118
H -2.0751 -2.4299 1.5718
H 1.2034 2.0409 0.7579
*
```

---

3.
ORCA calculation (ωB97M-V/def2-TZVPD) on C10H30LiN2O4 as an isolated structure in a non-equilibrium geometry.

Summary:
F_max ... 2.22 eV Å⁻¹
Orbital gap ... 7.190 eV

Structure (ORCA input):
```
! RIJCOSX wB97M-V def2-TZVPD def2/J DEFGRID3
* xyz 1 1
Li 0.5310 1.1415 -1.1548
C 6.8103 2.1891 -2.6679
C 5.7707 1.3936 -1.8212
O 4.5425 2.1018 -1.5939
H 7.3668 1.4345 -3.2238
H 7.4319 2.8385 -2.0515
H 6.3367 2.7780 -3.4533
H 6.1961 1.0198 -0.8898
H 5.3618 0.5708 -2.4076
H 4.7387 2.8293 -0.9990
O 0.2730 -0.2396 -4.5204
H -0.5682 -0.6783 -4.6475
H 0.7411 -0.3748 -5.3443
C -2.3485 3.3315 2.5686
C -3.3164 3.2570 1.4429
C -4.5104 4.2458 1.5931
O -5.4206 3.9911 0.5392
C -6.8309 3.9789 0.9184
N -2.7315 3.6210 0.1772
H -2.8465 3.1221 3.5152
H -1.9640 4.3479 2.6530
H -1.5132 2.6339 2.5069
H -3.7698 2.2659 1.4311
H -4.3613 5.3233 1.5228
H -4.9270 3.8619 2.5243
H -7.1202 2.9819 1.2505
H -7.3680 4.0856 -0.0240
H -7.0741 4.6697 1.7257
H -3.5629 3.8579 -0.3449
H -2.4047 4.5753 0.2280
C 2.4379 -3.5341 1.8269
C 1.5884 -3.8687 0.6432
C 1.1673 -5.3484 0.5655
O 0.3337 -5.4872 -0.5684
C -0.2870 -6.7045 -0.5957
N 0.3897 -2.9755 0.7267
H 1.8443 -3.6521 2.7335
H 2.7369 -2.4867 1.7875
H 3.3939 -4.0572 1.8070
H 2.0526 -3.8027 -0.3408
H 0.6542 -5.5805 1.4988
H 2.0151 -6.0176 0.4188
H -1.0370 -6.7827 0.1914
H 0.3517 -7.5877 -0.5994
H -0.7847 -6.8098 -1.5597
H -0.3956 -3.4676 0.3252
H 0.0761 -2.9918 1.6867
*
```

---

4.
ORCA calculation (ωB97M-V/def2-TZVPD) on a 2-piece molecular cluster, C4H6N4 overall in a non-equilibrium geometry.

Summary:
F_max ... 7.07 eV Å⁻¹
Orbital gap ... 8.888 eV

Structure (ORCA input):
```
! RIJCOSX wB97M-V def2-TZVPD def2/J DEFGRID3
* xyz 0 1
C 0.7580 -0.9695 1.5569
C 0.8097 -0.0881 -0.9600
C -1.3486 1.4855 0.0318
C -1.5427 1.5120 -1.3137
H -0.0903 -1.8674 1.6897
H 1.9958 -1.5824 0.8755
H 0.9224 -0.1788 2.5660
H 0.2944 0.9118 -1.3174
H 1.7445 -1.9279 -1.0094
H -2.3043 1.7733 0.5624
N 0.2361 -0.1765 0.3598
N 1.4419 -0.9902 -1.5042
N -0.6423 0.5948 0.7067
N -2.2745 1.5035 -2.2441
*
```

---

5.
ORCA calculation (ωB97M-V/def2-TZVPD) on an isolated ion of composition CFO3 and charge -1 in a non-equilibrium geometry.

Summary:
SMILES ... O=C([O-])OF
F_max ... 1.18 eV Å⁻¹
Orbital gap ... 9.868 eV

Structure (ORCA input):
```
! RIJCOSX wB97M-V def2-TZVPD def2/J DEFGRID3
* xyz -1 1
O 0.1132 -0.9174 -1.0666
C -0.3755 -0.0664 -0.3787
O -1.4086 0.5550 -0.2694
O 0.4468 0.5391 0.7658
F 1.7913 0.0759 1.0198
*
```

---

6.
ORCA calculation (ωB97M-V/def2-TZVPD) on a 3-piece molecular cluster, C4H4N2 overall in a non-equilibrium geometry.

Summary:
SMILES ... C#C.C#C.N#N
F_max ... 1.82 eV Å⁻¹
Orbital gap ... 11.865 eV

Structure (ORCA input):
```
! RIJCOSX wB97M-V def2-TZVPD def2/J DEFGRID3
* xyz 0 1
C 1.9859 1.4141 0.2321
C 2.1424 0.4646 -0.4899
H 1.8443 2.2545 0.8774
H 2.2707 -0.3853 -1.1262
C -2.6246 -0.0116 0.1685
C -1.6082 0.5237 -0.1904
H -3.5228 -0.4934 0.4926
H -0.6892 0.9807 -0.5003
N 0.4480 -2.2612 -0.1438
N -0.2465 -2.4862 0.6801
*
```

---

7.
ORCA calculation (ωB97M-V/def2-TZVPD) on C42H56BaClN6O2S2 as an isolated structure.

Summary:
F_max ... 0.55 eV Å⁻¹
Orbital gap ... 7.049 eV

Structure (ORCA input):
```
! RIJCOSX wB97M-V def2-TZVPD def2/J DEFGRID3
* xyz 1 1
Ba 2.4280 0.1892 0.6240
C 2.6788 3.2918 0.8963
C 2.3041 2.8396 2.1857
C 3.3303 1.9967 2.6670
C 4.3472 1.9292 1.6819
C 3.9484 2.7538 0.5991
C 4.7815 3.1476 -0.5884
C 5.6128 1.1249 1.7895
C 3.3868 1.3485 4.0230
C 1.1395 3.3377 3.0009
C 1.9997 4.3343 0.0496
H 5.7368 2.6193 -0.6164
H 5.0234 4.2141 -0.5558
H 4.2673 3.0205 -1.5533
H 6.3876 1.6381 2.3664
H 6.0423 0.9147 0.8059
H 5.4432 0.1631 2.2861
H 4.0497 1.8944 4.7002
H 3.7590 0.3191 3.9816
H 2.4000 1.3193 4.4903
H 1.4698 3.6499 3.9938
H 0.3484 2.5981 3.1427
H 0.6731 4.2070 2.5372
H 2.7156 5.0949 -0.2724
H 1.2143 4.8572 0.5964
H 1.5450 3.9287 -0.8619
O 3.9008 0.3664 -1.7402
C 3.7054 -0.0349 -3.0999
C 2.7061 0.8440 -3.8334
C 1.3371 0.9161 -3.1428
C 0.7584 -0.4500 -2.8895
C 0.2562 -1.2288 -3.9310
C -0.2156 -2.4985 -3.6597
C -0.1917 -2.9609 -2.3497
C 0.3151 -2.1233 -1.3760
N 0.7879 -0.8985 -1.6334
H 4.3346 1.2307 -1.7273
H 3.3431 -1.0638 -3.0579
H 4.6620 -0.0385 -3.6278
H 2.5879 0.4413 -4.8433
H 3.1102 1.8532 -3.9477
H 0.6520 1.4934 -3.7675
H 1.4184 1.4488 -2.1929
H 0.2405 -0.8321 -4.9383
H -0.6043 -3.1214 -4.4549
H -0.5538 -3.9460 -2.0901
H 0.3571 -2.4458 -0.3382
C -0.1745 -0.1821 3.9441
C 0.7538 -1.3433 3.8353
N 1.5662 -1.5591 2.8397
C 2.2964 -2.7215 3.0300
C 2.0273 -3.3731 4.1906
S 0.8302 -2.5381 5.0739
C 3.2885 -3.1780 2.0436
C 3.7524 -4.4527 1.9549
S 4.9844 -4.5499 0.7789
C 4.7965 -2.8747 0.4428
N 3.8797 -2.2907 1.1629
C 5.6219 -2.1958 -0.5995
H -0.0325 0.4716 3.0892
H 0.0149 0.3784 4.8600
H -1.2129 -0.5188 3.9649
H 2.4903 -4.2676 4.5724
H 3.4374 -5.3159 2.5168
H 6.5262 -2.7639 -0.8094
H 5.8990 -1.1999 -0.2594
H 5.0578 -2.0895 -1.5260
C -3.3520 -0.9902 -2.2968
C -3.8040 0.4674 -2.4034
C -4.6931 0.5958 -3.6491
C -2.5425 1.3227 -2.6345
C -4.5930 0.9594 -1.1421
O -4.7167 2.3812 -1.1780
C -6.0464 0.4262 -1.0084
C -6.3873 -1.0712 -0.8772
C -5.8072 -1.7388 0.3470
C -6.1188 -1.2645 1.6202
C -5.4768 -1.7489 2.7479
C -4.5138 -2.7366 2.6053
Cl -3.6487 -3.3038 4.0017
C -4.2373 -3.2797 1.3630
C -4.8918 -2.7804 0.2443
C -3.8947 0.6828 0.1962
N -2.5050 1.0774 0.3254
C -1.4680 0.2686 0.5543
N -0.3628 0.9739 0.7042
C -0.8055 2.2555 0.5514
N -2.0927 2.3576 0.3208
H -2.7494 -1.2306 -3.1746
H -4.1853 -1.6885 -2.2741
H -2.7259 -1.1696 -1.4202
H -4.1239 0.3026 -4.5324
H -5.0261 1.6233 -3.8161
H -5.5717 -0.0479 -3.5975
H -2.1991 1.1685 -3.6607
H -1.7236 1.0317 -1.9731
H -2.7393 2.3822 -2.4875
H -5.2650 2.6310 -1.9300
H -6.6060 0.8208 -1.8593
H -6.4530 0.9463 -0.1371
H -6.0984 -1.6222 -1.7721
H -7.4777 -1.1327 -0.8298
H -6.8546 -0.4768 1.7350
H -5.7102 -1.3600 3.7296
H -3.5164 -4.0811 1.2721
H -4.6619 -3.2009 -0.7266
H -3.9152 -0.3800 0.4159
H -4.4611 1.2033 0.9680
H -1.5618 -0.8041 0.6244
H -0.1591 3.1118 0.6208
*
```

---

8.
ORCA calculation (ωB97M-V/def2-TZVPD) on C28H37CoF4N2Si as an isolated structure.

Summary:
⟨S²⟩ ... 0.81
F_max ... 0.52 eV Å⁻¹
Orbital gap (alpha / beta) ... 6.680 / 6.634 eV

Structure (ORCA input):
```
! RIJCOSX wB97M-V def2-TZVPD def2/J DEFGRID3
* xyz -1 2
Co -0.0469 -0.6540 0.2204
C -1.7686 -1.1042 1.4593
C -0.6845 -1.2908 2.3830
C 0.1377 -2.2911 1.8589
C -0.4604 -2.7974 0.6530
C -1.6767 -2.0981 0.4479
C -2.8118 -2.4298 -0.4721
C 0.0353 -4.0372 -0.0300
C 1.4464 -2.7793 2.3960
C -0.5908 -0.6366 3.7259
C -3.0267 -0.3407 1.7387
H -3.6650 -2.8057 0.1043
H -2.5471 -3.2020 -1.1924
H -3.1604 -1.5573 -1.0291
H -0.0546 -4.9080 0.6295
H 1.0896 -3.9633 -0.3049
H -0.5315 -4.2671 -0.9336
H 2.2610 -2.5460 1.7036
H 1.4372 -3.8643 2.5393
H 1.6860 -2.3156 3.3522
H -1.3476 -1.0506 4.4026
H -0.7503 0.4402 3.6723
H 0.3832 -0.7920 4.1842
H -3.7491 -0.9790 2.2624
H -3.4996 0.0044 0.8195
H -2.8464 0.5274 2.3704
C -0.0891 0.2414 -3.0575
N -0.0625 -1.0235 -2.3433
C -0.9688 -1.9374 -3.0145
C 1.2634 -1.6152 -2.3230
C 2.3040 -0.7625 -1.6370
N 1.9728 -0.4341 -0.2550
C 2.9932 0.0978 0.4379
C 2.8629 0.4489 1.8119
F 1.6595 0.3257 2.3992
C 3.8802 0.9193 2.6017
F 3.6077 1.1729 3.9016
C 5.1598 1.1439 2.1284
C 5.3179 0.8931 0.7830
F 6.5209 1.1388 0.2127
C 4.3103 0.4236 -0.0327
F 4.6514 0.3554 -1.3516
H 0.2099 0.1142 -4.1139
H 0.5780 0.9573 -2.5900
H -1.0980 0.6477 -3.0233
H -0.6545 -2.1061 -4.0600
H -1.9783 -1.5268 -3.0222
H -0.9807 -2.8972 -2.5049
H 1.6136 -1.8088 -3.3559
H 1.1823 -2.5782 -1.8200
H 2.4645 0.1420 -2.2367
H 3.2355 -1.3299 -1.7033
H 5.9603 1.5045 2.7539
C -0.7293 2.5111 1.8869
Si -0.3841 1.6674 0.2031
C 1.1224 2.7091 -0.3446
C -1.7945 2.4769 -0.8479
C -3.1037 2.5481 -0.3573
C -4.1312 3.1527 -1.0704
C -3.8782 3.7247 -2.3101
C -2.5847 3.6927 -2.8128
C -1.5686 3.0825 -2.0877
H -0.8129 3.5932 1.7410
H 0.0969 2.3192 2.5746
H -1.6448 2.1748 2.3758
H 0.8401 3.7680 -0.3445
H 1.5181 2.4729 -1.3355
H 1.9454 2.5808 0.3614
H -3.3315 2.1298 0.6160
H -5.1313 3.1825 -0.6522
H -4.6747 4.1994 -2.8707
H -2.3624 4.1516 -3.7698
H -0.5657 3.0942 -2.5018
*
```